No. 1
{
  "formula": "C4H6O2",
  "method": "ωB97M-V/def2-TZVPD",
  "symbols": ["O", "C", "C", "C", "O", "C", "H", "H", "H", "H", "H", "H"],
  "coordinates": [[1.5340, -1.1088, 1.4476], [0.6483, -0.2937, 0.8881], [-0.6823, -0.6979, 0.3049], [-0.7554, 0.8305, 0.0092], [-1.5821, 1.5187, -0.5345], [0.5633, 1.0338, 0.6309], [2.3054, -0.6000, 1.7370], [-0.4418, -0.3678, -3.0679], [-1.4221, -1.0759, 1.0171], [-0.6427, -1.3424, -0.5787], [-0.7494, 0.2186, -2.7284], [1.2024, 1.8925, 0.8003]],
  "lowdin_charge": [0.1165, -0.3242, -0.0192, -0.4326, 0.0574, 0.0670, 0.1305, 0.0424, 0.1203, 0.1020, 0.0293, 0.1107],
  "e_above_lowest_ev": 2.516,
  "total_charge": 0,
  "energy_ev": -8337.9447
}

***

No. 2
{
  "formula": "C34H36As3FeN2O9PS5",
  "method": "ωB97M-V/def2-TZVPD",
  "symbols": ["Fe", "S", "As", "S", "S", "S", "O", "C", "C", "C", "C", "C", "C", "C", "P", "C", "C", "C", "C", "C", "C", "C", "C", "C", "C", "C", "C", "H", "H", "H", "H", "H", "H", "H", "H", "H", "H", "H", "H", "H", "H", "C", "O", "C", "O", "C", "C", "As", "C", "C", "C", "As", "C", "C", "O", "O", "C", "C", "O", "O", "C", "C", "O", "O", "C", "H", "H", "H", "H", "H", "H", "H", "H", "H", "H", "H", "H", "H", "H", "H", "H", "H", "H", "N", "C", "N", "S", "H", "H", "H", "H"],
  "coordinates": [[-0.6170, 0.8040, 0.8748], [-4.8040, 0.3393, 2.6293], [-3.4698, 0.4976, 1.0092], [-2.1794, 2.2883, 1.2843], [-1.8371, -1.0133, 1.1499], [-4.4633, 0.4992, -0.8407], [0.8061, -0.1651, -0.2551], [2.0898, -0.2438, -0.1678], [2.9164, 0.9147, -0.0164], [4.3205, 0.8463, 0.0540], [5.0832, 1.9876, 0.1050], [4.4804, 3.2436, 0.0732], [3.1056, 3.3377, -0.0233], [2.3125, 2.1985, -0.0634], [0.5198, 2.3125, -0.2683], [0.1967, 4.0805, -0.0321], [-0.3897, 4.8974, -0.9892], [-0.6941, 6.2091, -0.6713], [-0.4360, 6.7012, 0.5956], [0.1189, 5.8756, 1.5635], [0.4216, 4.5663, 1.2552], [0.2896, 2.0357, -2.0522], [1.1829, 2.5148, -3.0069], [0.9760, 2.2193, -4.3420], [-0.1145, 1.4565, -4.7313], [-1.0070, 0.9859, -3.7823], [-0.8017, 1.2697, -2.4460], [4.7919, -0.1232, 0.0427], [6.1602, 1.9126, 0.1482], [5.0852, 4.1383, 0.0936], [2.6353, 4.3098, -0.0781], [-0.6097, 4.5051, -1.9722], [-1.1322, 6.8528, -1.4201], [-0.6822, 7.7250, 0.8375], [0.3135, 6.2589, 2.5542], [0.8318, 3.8987, 2.0044], [2.0347, 3.1131, -2.7063], [1.6663, 2.5938, -5.0857], [-0.2591, 1.2252, -5.7775], [-1.8589, 0.3938, -4.0771], [-1.4959, 0.8961, -1.6987], [1.1849, -6.7290, 2.4744], [0.1556, -6.3768, 1.5752], [0.3224, -5.2588, 0.8515], [-0.7331, -4.4585, 0.8126], [1.4119, -4.6577, 0.2423], [2.6385, -5.1184, -0.2290], [4.0015, -3.9631, -1.0064], [5.6704, -4.4792, -0.0358], [3.5154, -2.3880, 0.0406], [2.6926, -1.5110, -0.5839], [0.3485, -2.9676, 0.1996], [0.7888, -2.4998, 2.0752], [2.4184, -1.6660, -2.0417], [1.3754, -1.9592, -2.5613], [3.5268, -1.3181, -2.7182], [3.3997, -1.1774, -4.1255], [3.7545, -2.2915, 1.4689], [3.7277, -1.2915, 2.1583], [3.9986, -3.5214, 2.0091], [4.2411, -3.5399, 3.3956], [2.8860, -6.4975, -0.5039], [2.2224, -7.4764, -0.2059], [4.0798, -6.6438, -1.2018], [4.4509, -7.9789, -1.4630], [0.9608, -7.7358, 2.8191], [1.1775, -6.0472, 3.3350], [2.1664, -6.7155, 2.0014], [6.3128, -5.0066, -0.7409], [5.4834, -5.1214, 0.8181], [6.1880, -3.5782, 0.2928], [1.4565, -3.2423, 2.5099], [-0.1451, -2.4894, 2.6349], [1.2485, -1.5146, 2.1264], [4.4143, -1.0639, -4.4986], [2.8036, -0.2892, -4.3457], [2.9244, -2.0552, -4.5672], [4.6496, -4.5183, 3.6342], [3.3121, -3.3848, 3.9508], [4.9431, -2.7483, 3.6677], [5.4542, -7.9463, -1.8815], [3.7596, -8.4453, -2.1703], [4.4369, -8.5610, -0.5367], [-1.1920, 0.1719, 4.2235], [0.1223, 0.1660, 4.0101], [0.9213, -0.5732, 4.8030], [0.8420, 1.1148, 2.8303], [-1.6236, -0.4610, 4.8787], [-1.8044, 0.6316, 3.5576], [0.5448, -1.2109, 5.4835], [1.8941, -0.6263, 4.5473]],
  "lowdin_charge": [-0.2175, -0.1682, -0.4930, 0.2097, 0.1738, -0.1417, -0.2697, -0.3376, -0.1514, -0.0119, -0.0743, -0.0843, -0.0892, -0.2706, 0.9853, -0.3908, -0.0656, -0.0798, -0.0869, -0.0755, -0.1309, -0.3185, -0.0802, -0.1011, -0.0857, -0.0524, -0.0680, 0.1073, 0.1001, 0.0961, 0.1006, 0.1069, 0.1013, 0.0981, 0.1032, 0.0798, 0.1089, 0.0984, 0.0993, 0.1119, 0.0599, -0.0585, -0.0211, -0.4983, -0.1794, -0.2793, -0.3026, 1.3632, -0.2794, -0.2559, -0.1843, 1.3924, -0.2964, -0.5525, 0.1068, -0.0664, -0.0363, -0.5158, 0.0975, -0.1165, -0.0573, -0.5357, 0.0722, -0.1744, -0.0758, 0.0953, 0.0943, 0.0763, 0.0103, 0.0205, 0.0227, 0.0234, 0.0017, -0.0189, 0.0913, 0.0873, 0.0967, 0.0937, 0.0856, 0.0957, 0.0874, 0.0938, 0.0924, 0.1301, -0.8869, 0.1008, 0.7358, 0.1193, 0.0114, 0.1096, 0.0882],
  "e_above_lowest_ev": 1.655,
  "spin_multiplicity": 6,
  "total_charge": -1,
  "energy_ev": -337619.7590,
  "s_squared": 8.91
}

***

No. 3
{
  "formula": "C60H48AsClGeN2PTi",
  "method": "ωB97M-V/def2-TZVPD",
  "symbols": ["Ti", "C", "C", "N", "C", "C", "C", "C", "C", "C", "C", "C", "C", "N", "C", "H", "H", "H", "H", "H", "H", "H", "H", "Cl", "C", "C", "C", "C", "C", "C", "P", "C", "C", "C", "C", "C", "C", "C", "C", "C", "C", "C", "C", "H", "H", "H", "H", "H", "H", "H", "H", "H", "H", "H", "H", "H", "H", "Ge", "C", "C", "C", "C", "C", "C", "C", "C", "C", "C", "C", "C", "H", "H", "H", "H", "H", "H", "H", "H", "H", "H", "H", "C", "C", "C", "C", "C", "C", "As", "C", "C", "C", "C", "C", "C", "C", "C", "C", "C", "C", "C", "H", "H", "H", "H", "H", "H", "H", "H", "H", "H", "H", "H", "H", "H", "H"],
  "coordinates": [[0.5085, -0.0828, 1.7741], [-0.1359, 0.9502, 6.1713], [-0.3101, 0.4767, 4.8713], [0.6065, 0.5242, 3.9238], [1.8621, 0.9809, 4.3078], [2.1169, 1.4387, 5.6106], [1.1027, 1.4240, 6.5756], [3.4740, 1.8964, 5.8854], [4.4476, 1.8775, 4.9282], [4.1320, 1.4683, 3.5890], [5.0825, 1.5494, 2.5445], [4.6619, 1.3397, 1.2614], [3.3162, 1.0088, 0.9804], [2.4623, 0.8162, 1.9860], [2.8460, 1.0286, 3.2860], [-0.9226, 0.7788, 6.8642], [-1.2474, 0.0375, 4.6230], [1.2742, 1.7858, 7.5474], [3.7172, 2.0892, 6.9164], [5.4640, 2.1635, 5.1750], [6.1084, 1.7814, 2.7564], [5.3638, 1.4430, 0.4221], [2.9273, 0.8795, -0.0305], [0.4864, 1.0624, -0.1505], [2.9405, -0.5065, -3.0206], [4.3001, -0.1303, -3.1858], [5.2634, -0.8661, -2.5563], [4.9229, -2.0116, -1.8144], [3.6049, -2.3597, -1.6317], [2.5847, -1.5229, -2.1529], [0.8420, -1.9013, -1.8343], [0.8353, -2.0229, 0.0421], [-0.3454, -2.2899, 0.7840], [-0.3963, -2.3828, 2.1928], [0.7533, -2.1916, 2.9401], [1.9549, -1.9278, 2.2784], [1.9664, -1.7469, 0.8813], [0.5009, -3.4966, -2.5515], [1.2796, -4.0650, -3.5248], [0.9108, -5.3065, -4.0553], [-0.2903, -5.8916, -3.6421], [-1.1211, -5.2396, -2.7577], [-0.7106, -4.0449, -2.2005], [4.5812, 0.7216, -3.8321], [6.3170, -0.6685, -2.6429], [5.6698, -2.6760, -1.4001], [3.3931, -3.2755, -1.0532], [-1.2764, -2.4587, 0.2552], [-1.3527, -2.6262, 2.7228], [0.7340, -2.2226, 4.0172], [2.8412, -1.7749, 2.8813], [2.9439, -1.5789, 0.4466], [2.1906, -3.5999, -3.8445], [1.5513, -5.7268, -4.8236], [-0.6014, -6.8463, -4.0842], [-2.0583, -5.7061, -2.4899], [-1.3692, -3.5506, -1.5129], [1.6380, 0.1204, -4.2676], [-0.3123, -0.1735, -3.6216], [-1.2190, -1.0403, -4.2734], [-2.5410, -0.7159, -4.3749], [-3.0330, 0.4621, -3.7963], [-2.1712, 1.3801, -3.1851], [-0.8240, 1.0278, -3.0605], [2.0241, 2.0355, -4.6750], [2.1283, 2.4458, -5.9647], [2.5497, 3.7520, -6.1972], [2.9210, 4.5278, -5.1109], [2.7811, 4.1070, -3.7909], [2.3729, 2.7984, -3.5767], [1.6967, -0.7359, -5.5153], [-0.8538, -1.9479, -4.7407], [-3.1734, -1.4622, -4.8701], [-4.0782, 0.6316, -3.8886], [-2.4921, 2.2997, -2.7260], [-0.1552, 1.6229, -2.5117], [1.8523, 1.7402, -6.7500], [2.6574, 4.0706, -7.2199], [3.2654, 5.5303, -5.3022], [3.1527, 4.7236, -2.9908], [2.3374, 2.3240, -2.5915], [-3.2583, 5.1765, 1.3486], [-2.5466, 4.6570, 2.4641], [-2.2157, 3.3073, 2.4869], [-2.6440, 2.4711, 1.4508], [-3.3224, 2.9839, 0.3617], [-3.6088, 4.3470, 0.2986], [-2.2106, 0.6088, 1.6196], [-3.1699, -0.2210, 0.1416], [-4.5577, -0.2159, 0.1089], [-5.2627, -1.0207, -0.8009], [-4.5745, -1.8323, -1.6333], [-3.1700, -1.7934, -1.6942], [-2.4493, -0.9388, -0.8488], [-3.2840, -0.1023, 3.0957], [-3.6004, -1.4767, 3.1013], [-4.2035, -2.0778, 4.1675], [-4.5673, -1.3031, 5.2722], [-4.2979, 0.0360, 5.2707], [-3.6517, 0.6565, 4.1877], [-3.4513, 6.2605, 1.2808], [-2.3256, 5.3453, 3.2828], [-1.6551, 2.8769, 3.2934], [-3.6132, 2.3338, -0.4747], [-4.1965, 4.6905, -0.5405], [-5.1157, 0.3870, 0.8110], [-6.3425, -1.1213, -0.7013], [-5.0622, -2.5660, -2.2863], [-2.6831, -2.4308, -2.4181], [-1.3650, -0.8142, -1.0058], [-3.3564, -2.0155, 2.1910], [-4.4683, -3.1286, 4.1741], [-5.1107, -1.7839, 6.0276], [-4.5256, 0.6428, 6.1332], [-3.3623, 1.7138, 4.1862]],
  "lowdin_charge": [0.5796, 0.0221, -0.1017, 0.0290, -0.1174, -0.1060, 0.0686, 0.0360, 0.0252, -0.1173, 0.0495, 0.0062, -0.1120, -0.0340, -0.1488, 0.1195, 0.0888, 0.1275, 0.1294, 0.1354, 0.1366, 0.1314, 0.0641, 0.3247, -0.3307, -0.0632, -0.0433, -0.0447, -0.1086, -0.4054, 1.2011, -0.2845, -0.1136, -0.0699, -0.0966, -0.0696, -0.1357, -0.3725, -0.0654, -0.0172, -0.0335, -0.0433, -0.1104, 0.1306, 0.1197, 0.1220, 0.1347, 0.0870, 0.1372, 0.1399, 0.1475, 0.1006, 0.1090, 0.1245, 0.1320, 0.1234, 0.0678, 1.0396, -0.2991, -0.1223, -0.0692, -0.0132, -0.0176, -0.1392, -0.3358, -0.1096, -0.0451, -0.0593, -0.0585, -0.1390, 0.0150, 0.1159, 0.1377, 0.1183, 0.1106, 0.0173, 0.1079, 0.1159, 0.1133, 0.1071, 0.0820, -0.0417, -0.0415, -0.1330, -0.3901, -0.0986, -0.0587, 1.3179, -0.3656, -0.0818, -0.0474, -0.0613, -0.0956, -0.1552, -0.3833, -0.1393, -0.0525, -0.0482, -0.0534, -0.1054, 0.1270, 0.1180, 0.0785, 0.0940, 0.1159, 0.1211, 0.1285, 0.1302, 0.0793, 0.0275, 0.0933, 0.1216, 0.1056, 0.1172, 0.0991],
  "e_above_lowest_ev": 0.175,
  "spin_multiplicity": 3,
  "total_charge": 3,
  "energy_ev": -228237.4749,
  "s_squared": 2.02
}

***

No. 4
{
  "formula": "C12H16N3O4PSSi",
  "method": "ωB97M-V/def2-TZVPD",
  "symbols": ["N", "Si", "P", "S", "H", "H", "H", "H", "H", "H", "C", "C", "C", "C", "C", "C", "N", "O", "O", "H", "H", "H", "H", "H", "C", "C", "C", "C", "C", "C", "N", "O", "O", "H", "H", "H", "H", "H"],
  "coordinates": [[-1.0240, -1.3397, 1.7694], [-2.2356, -0.1264, 1.6121], [-4.3995, -0.8008, 1.9670], [-5.3531, 0.3868, 3.1940], [-1.1226, -2.1582, 1.1765], [-0.8850, -1.6699, 2.7170], [-2.2081, 0.4272, 0.2423], [-2.0053, 0.9207, 2.6184], [-4.3268, -2.1621, 2.3229], [-4.9590, -0.9400, 0.6821], [0.8659, -0.0159, -3.4492], [1.1853, -0.7106, -2.2900], [0.3318, -1.6832, -1.7985], [-0.8420, -1.9281, -2.4895], [-1.1860, -1.2563, -3.6479], [-0.3115, -0.2946, -4.1299], [-1.7930, -2.9121, -1.9356], [-1.4781, -3.4835, -0.9050], [-2.8439, -3.0800, -2.5159], [1.5334, 0.7556, -3.8089], [2.1007, -0.4868, -1.7575], [0.5486, -2.2282, -0.8924], [-2.1181, -1.4843, -4.1428], [-0.5611, 0.2495, -5.0307], [2.3270, 1.5765, 3.3376], [1.1486, 1.8606, 2.6605], [1.1663, 2.0716, 1.2910], [2.3810, 1.9908, 0.6350], [3.5694, 1.7078, 1.2827], [3.5325, 1.5007, 2.6523], [2.4076, 2.2028, -0.8274], [1.3614, 2.4861, -1.3750], [3.4699, 2.0610, -1.4027], [2.3061, 1.4134, 4.4071], [0.2111, 1.9180, 3.1970], [0.2694, 2.2944, 0.7321], [4.4883, 1.6567, 0.7181], [4.4485, 1.2807, 3.1838]],
  "lowdin_charge": [-0.1519, 0.3633, 0.0734, -0.0146, -0.0020, 0.0261, -0.0595, -0.0619, -0.0724, -0.0743, -0.0634, -0.0650, -0.0048, -0.1531, -0.0011, -0.0554, -0.3466, 0.0466, 0.0841, 0.1104, 0.1037, 0.1130, 0.1193, 0.1100, -0.0661, -0.0704, -0.0048, -0.1473, -0.0025, -0.0633, -0.3514, 0.0715, 0.0683, 0.1085, 0.0914, 0.1140, 0.1191, 0.1087],
  "smiles": "O=[N+]([O-])c1ccccc1.O=[N+]([O-])c1ccccc1.N[SiH2][PH2]=S",
  "total_charge": 0,
  "energy_ev": -53360.6812
}

***

Question: Which formula does entry 2 have?
Answer: C34H36As3FeN2O9PS5